# 1
The following is a DFT calculation (ωB97M-V/def2-TZVPD) of 8 unconnected molecules or ions with the total composition CH15O10 in a non-equilibrium geometry.

Computed properties:
E_tot   -21758.6186 eV
Energy relative to the best compared isomer or geometry (same formula, charge and spin)   0.0 kJ/mol
Total charge   -1
LUMO level   3.061 eV
HOMO level   -6.82 eV
F_max   0.1065 hartree/bohr

Positions of all 26 atoms, in Å:
C1 -45.25512 -11.22299 -7.78988
O1 -44.74686 -10.56280 -8.72820
O2 -46.22894 -12.03127 -7.99076
O3 -44.67279 -11.21209 -6.69252
H1 -46.52083 -11.99900 -8.88409
O4 -44.99250 -12.78580 -10.60793
H2 -44.66717 -12.12170 -10.11472
H3 -44.17077 -13.13902 -10.95885
O5 -45.94965 -13.49533 -5.49026
H4 -45.00361 -13.55666 -5.29532
H5 -45.89178 -12.87891 -6.29882
O6 -43.07605 -12.71848 -5.12643
H6 -43.54447 -11.98108 -5.58520
H7 -42.43843 -13.06642 -5.73730
O7 -43.15083 -9.21322 -10.38819
H8 -43.64469 -10.00497 -9.93706
H9 -42.53004 -8.98595 -9.63800
O8 -42.77312 -9.13339 -7.34552
H10 -43.48693 -8.34610 -7.23326
H11 -43.37801 -9.88912 -7.49336
O9 -47.08561 -10.17397 -5.41532
H12 -46.93574 -9.39601 -5.89751
H13 -46.29344 -10.67593 -5.47488
O10 -46.36824 -8.67001 -9.87239
H14 -45.80688 -7.94053 -10.22789
H15 -45.84551 -9.32759 -9.36011

Cartesian forces (eV/Å) of the 3 atoms listed first:
4.314 1.303 0.464
-1.087 0.153 -1.646
-2.260 -1.529 0.976



# 2
The following is a DFT calculation (ωB97M-V/def2-TZVPD) of 7 unconnected molecules or ions with the total composition CH15O7 in a non-equilibrium geometry.

Computed properties:
E_tot   -15613.9500 eV
Energy relative to the best compared isomer or geometry (same formula, charge and spin)   164.2 kJ/mol
Total charge   -1
LUMO level   3.501 eV
HOMO level   -5.59 eV
F_max   0.0840 hartree/bohr

Positions of all 23 atoms, in Å:
C1 -1.23830 -1.28544 1.05245
O1 -1.91874 -0.93000 -0.11519
H1 -1.80016 -2.22271 1.28524
H2 -0.13470 -1.38340 1.10047
H3 -1.47664 -0.47116 1.78370
H4 -0.17295 -0.29419 -2.24060
H5 -0.18433 1.12636 -1.79740
O2 0.38838 0.60608 -2.47640
H6 2.14136 0.74488 -1.55440
H7 3.53194 1.60527 -1.70159
O3 3.17284 0.80251 -1.24525
H8 1.09039 -0.41265 3.89287
H9 0.80938 0.85856 3.06747
O4 1.02112 0.55575 3.94697
H10 1.41747 0.95817 0.74756
H11 -0.01312 1.45035 0.53460
O5 0.61801 1.23980 1.21080
H12 -1.82892 -2.11738 -1.74738
H13 -0.40489 -2.30687 -1.51109
O6 -1.07099 -2.59381 -2.17860
H14 -1.72254 -0.11635 -0.52917
H15 -1.11435 2.57708 -0.86563
O7 -1.11028 1.60915 -0.65942

Cartesian forces (eV/Å) of the 3 atoms listed first:
-1.431 0.684 1.396
-0.530 -2.426 -0.932
1.042 0.485 0.585